Entry 1:
Computed, not measured: a gas-phase ion, C27H56NO2 (charge +1) in a non-equilibrium geometry, with wB97M-V/def2-TZVPD.

Multiplicity = 1
Gap between HOMO and LUMO = 9.17 eV
Energy relative to the best compared isomer or geometry (same formula, charge and spin) = 425.0 kJ/mol
E_LUMO = -3.44 eV
Total charge = +1
Structure (SMILES) = CCCCCCCCCCCCCCCCCC[C@H]1OCC[N@@H+](O)[C@H]1[C@@H](C)CCC

```
86
Properties=species:S:1:pos:R:3:forces:R:3
C 5.28090 -3.35962 2.16428 0.3358 -0.0204 -1.2690
C 6.11256 -3.05353 0.84152 -0.0376 0.6670 1.1507
C 5.73811 -1.65739 0.23284 -0.1040 -0.4529 0.3089
C 4.20639 -1.54209 -0.16617 1.3474 0.0085 -0.5939
C 4.08842 -1.08173 -1.67048 -1.3268 -0.1411 0.0074
C 3.71833 0.43435 -1.85629 0.9134 -0.3368 -0.2923
C 4.56605 1.43802 -0.98344 -0.6442 0.7169 -0.5899
C 3.62483 2.60514 -0.45752 0.4934 -1.2555 -0.0298
C 2.65108 2.04919 0.64508 0.4668 0.2014 -0.0277
C 1.84330 3.15411 1.41130 0.1598 0.0478 -0.5382
C 1.19889 4.23139 0.45561 -0.2400 -0.8454 0.0358
C 0.10705 3.54491 -0.44411 -0.2265 0.7153 0.1687
C -1.12545 4.46082 -0.78606 0.0554 -0.8011 0.5700
C -2.33719 3.63174 -1.34862 0.0631 0.8979 -0.7421
C -2.04297 2.96589 -2.74703 0.3744 -0.2309 0.3567
C -1.35633 1.55527 -2.65914 -0.3165 -0.7727 -1.0902
C -2.37344 0.33135 -2.75029 0.6555 1.1031 0.6634
C -3.02170 0.17530 -1.32648 -0.0502 0.3403 -0.2836
C -3.34709 -1.29425 -0.86044 -0.7637 0.7859 0.4578
O -3.09113 -2.25317 -1.88724 0.7595 0.1611 0.6054
C -1.80668 -2.86184 -1.81404 0.0244 -0.9282 0.5491
C -0.72718 -2.12147 -0.94933 0.3553 0.3368 -1.9416
N -1.21772 -1.66651 0.40397 0.9593 -1.8980 0.5760
O -0.64886 -0.45404 0.75977 -0.2843 1.1457 -0.1316
C -2.71197 -1.72085 0.51144 -1.9953 -0.1338 -0.4859
C -3.32085 -1.06886 1.79487 0.2877 0.3089 0.5304
C -3.38898 0.49208 1.84974 -0.9085 -0.0033 -0.2005
C -4.75278 -1.66364 2.08418 0.7002 -0.4168 0.6839
C -4.70288 -3.14507 2.68251 -1.3399 1.7292 -0.3913
C -5.96375 -3.26129 3.63702 0.8717 -0.7004 -0.5080
H 5.06520 -2.40730 2.70193 0.1627 -0.7783 -0.2200
H 5.87125 -4.05788 2.79827 -0.6777 0.4863 -0.2838
H 4.32749 -3.84085 1.83373 0.5999 0.3460 0.6845
H 7.18901 -3.01052 1.14173 -0.7399 -0.1568 -0.4646
H 5.96695 -3.88915 0.12098 0.1640 0.6454 0.3318
H 6.39310 -1.48941 -0.65351 -0.5638 0.0043 0.5478
H 5.98913 -0.85677 0.97599 -0.0918 -0.7044 -0.5145
H 3.75376 -2.55732 -0.03668 0.1573 0.8768 -0.0786
H 3.72125 -0.80342 0.51805 0.0844 -0.6600 -0.5761
H 4.98444 -1.34909 -2.28446 -0.5638 0.2245 0.7764
H 3.24236 -1.67485 -2.11701 0.7052 0.5083 0.1324
H 3.92379 0.68638 -2.92928 -0.3879 -0.1653 0.8191
H 2.62272 0.57639 -1.70415 0.7446 -0.0705 0.0876
H 5.33271 1.89917 -1.65789 -0.5019 -0.3953 0.6541
H 5.12241 0.96166 -0.14550 -0.5473 0.2182 -0.4969
H 3.05616 2.95145 -1.35520 0.4227 0.1159 0.7892
H 4.29584 3.40478 -0.05602 -0.8441 -0.3883 -0.2606
H 1.96652 1.27988 0.19746 0.4274 0.7179 0.2108
H 3.29979 1.48269 1.36520 -0.6094 0.4675 -0.3663
H 2.53729 3.64556 2.12996 -0.5269 -0.2623 -0.4001
H 1.02168 2.65256 1.98877 0.6464 0.5350 -0.2918
H 0.74800 5.03981 1.07542 0.3032 -0.4954 -0.4575
H 1.96833 4.67128 -0.22158 -0.4706 -0.1397 0.7277
H 0.59937 3.23494 -1.39497 -0.4356 -0.1581 0.6670
H -0.30398 2.65314 0.10282 0.4513 0.5201 -0.5263
H -1.47164 4.92776 0.17042 0.3189 -0.1641 -0.7297
H -0.81150 5.27467 -1.48301 -0.3939 -0.5931 0.4301
H -2.70615 2.89111 -0.59238 0.4608 0.5175 -0.5985
H -3.17576 4.35940 -1.49726 0.5625 -0.5917 0.1575
H -2.99021 2.89109 -3.33832 0.7168 -0.1025 0.4741
H -1.36285 3.61363 -3.35686 -0.6023 -0.2272 0.6638
H -0.72131 1.42059 -1.74489 -0.6225 0.2694 -0.7033
H -0.66247 1.40946 -3.53013 -0.5088 0.4090 0.6609
H -3.16543 0.54366 -3.50884 0.7338 -0.3061 0.4905
H -1.76260 -0.52838 -3.10081 -0.7251 0.2808 0.3727
H -3.97868 0.76031 -1.34142 0.7651 -0.5636 0.1164
H -2.37110 0.73144 -0.60457 -0.5158 -0.8153 -0.5010
H -4.45333 -1.33237 -0.69175 0.9631 -0.1870 -0.1345
H -1.42188 -3.00579 -2.85433 -0.1230 0.3252 0.8816
H -1.93786 -3.89424 -1.38631 0.1367 0.7529 -0.3341
H 0.14708 -2.79974 -0.82992 -0.6095 0.5082 0.1371
H -0.36453 -1.20570 -1.48128 -0.4436 -0.6185 0.6406
H -0.85827 -2.36477 1.07131 -0.3371 0.2425 -0.0744
H 0.13705 -0.57883 1.31355 0.0115 -0.3757 -0.0719
H -2.95111 -2.81598 0.61497 0.5473 0.8145 -0.1513
H -2.67994 -1.40273 2.66062 -0.4034 0.2018 -0.7592
H -2.48685 1.03422 1.50047 -0.5713 -0.4477 0.3344
H -4.27300 0.81298 1.23517 0.8714 -0.0897 0.3740
H -3.64316 0.80393 2.89348 0.3896 -0.3022 -0.7982
H -5.19972 -1.03917 2.89998 0.3928 -0.2706 -0.8505
H -5.41777 -1.58586 1.19553 0.4043 -0.0774 0.5898
H -4.80554 -3.86288 1.83871 0.3957 0.1576 0.7683
H -3.74224 -3.22145 3.23733 -0.6749 -0.4108 -0.3217
H -6.89991 -3.15893 3.03336 0.7528 -0.0032 0.5732
H -5.91563 -2.46538 4.41915 -0.1342 -0.7525 -0.5532
H -5.94718 -4.27927 4.09651 -0.2514 0.8993 -0.1234
```
Positions in Å, forces in eV/Å.

Entry 2:
Computed, not measured: a molecular structure, C27H57AlF2NO12 in a non-equilibrium geometry, with wB97M-V/def2-TZVPD.

Multiplicity = 1
Gap between HOMO and LUMO = 6.54 eV
E_LUMO = 1.84 eV
Total charge = -1

```
100
Properties=species:S:1:pos:R:3:forces:R:3
C -4.48025 -1.95813 -3.77854 -0.4543 1.4406 0.0776
C -3.48924 -1.29334 -2.64233 -1.1281 0.1529 -0.3671
F -2.24673 -0.67063 -3.23323 -1.9348 -0.7473 0.3670
Al -3.04194 -2.75185 -1.22473 1.4347 -0.1606 0.3877
C -2.34501 -1.72809 0.42646 1.1534 0.5378 0.6652
C -4.59152 -4.03861 -0.84212 -1.0909 -0.5849 -0.1024
C -5.88573 -3.37795 -0.08773 -0.4840 -0.6822 0.3273
C -5.74125 -1.79138 0.29529 -0.8384 -0.5666 0.6646
F -7.13934 -1.31519 0.61650 2.1638 -0.5679 -0.4606
C -1.44535 -3.95890 -1.83691 0.5920 -0.6112 -0.9884
C -0.78730 -3.48313 -3.26068 0.5020 -0.4937 0.0515
C 0.00616 -4.73301 -4.01751 -0.8202 1.0307 0.5832
C -1.14228 -5.70116 -4.67602 0.5070 -1.0762 0.4548
C -0.61105 -6.57049 -5.99007 -1.1017 -0.5812 0.1694
N 0.88131 -6.45904 -6.22030 -0.8375 -0.3331 -0.7041
H -3.92323 -2.44945 -4.68277 -0.9718 0.9328 1.7698
H -5.16371 -2.75490 -3.25268 1.4057 1.4685 -1.0291
H -5.20047 -1.08063 -4.14435 1.4433 -2.0807 0.2405
H -4.09045 -0.37827 -2.18201 1.3081 -1.6244 -1.0463
H -2.79119 -2.08621 1.44808 0.7302 1.0185 -1.6176
H -2.46235 -0.57046 0.22455 0.0733 -2.0845 0.8607
H -1.16838 -1.91151 0.50598 -2.3754 0.3936 -0.1233
H -4.18063 -4.93210 -0.18204 -0.8596 1.6930 -1.4519
H -4.94014 -4.46785 -1.89941 0.6572 0.5848 2.3041
H -6.06180 -4.00030 0.91231 0.2257 1.6084 -1.9496
H -6.87479 -3.55074 -0.73304 2.0904 0.7528 1.3875
H -5.13314 -1.63033 1.30978 -1.2431 -0.3217 -2.4885
H -5.36986 -1.09836 -0.57170 -0.6465 -1.4630 1.6959
H -1.85755 -5.06759 -1.98809 0.9785 2.0653 0.3608
H -0.58394 -3.98043 -1.03633 -1.5676 -0.1569 -1.4368
H -0.01614 -2.60365 -3.08752 -1.6281 -1.7006 -0.2880
H -1.61634 -3.07470 -3.99259 1.6722 -0.7723 1.3683
H 0.61934 -5.32711 -3.18372 -1.2198 1.2674 -2.0110
H 0.73996 -4.24020 -4.79689 -1.4678 -1.3807 1.3500
H -2.13807 -5.12047 -4.91816 2.1197 -0.9965 0.3553
H -1.42907 -6.51605 -3.86156 0.4955 1.8414 -1.5996
H -0.87103 -7.72196 -5.82046 0.4884 2.4881 -0.3248
H -1.24875 -6.24045 -6.92723 1.4235 -0.5999 1.7027
H 1.34559 -7.39367 -6.24975 -0.7139 1.3521 -0.3060
H 1.07962 -5.89160 -7.07417 -0.0997 -1.0331 1.1048
C 0.60035 2.20185 5.40703 -0.2085 -0.1998 0.1622
C 0.29214 2.98852 4.14444 0.2511 0.1100 0.4279
O -0.52205 2.22024 3.25002 -0.9119 0.1185 0.0141
C -1.83907 2.14971 3.56702 -0.2619 -0.3012 0.0771
O -2.37719 2.68080 4.52476 0.6904 -0.4949 -1.1129
O -2.45072 1.36076 2.64873 0.7557 0.9171 0.8060
C -3.82931 1.12031 2.92113 -0.5903 -0.1747 -0.0608
H 1.03880 1.22986 5.15853 0.0832 0.2166 -0.0349
H 1.29664 2.75292 6.04567 -0.0106 -0.0623 -0.0988
H -0.30830 2.00204 5.98296 0.0816 0.1621 -0.1084
H 1.22630 3.20432 3.61610 -0.2816 -0.1939 -0.1899
H -0.18035 3.95055 4.37179 -0.1243 -0.2411 -0.0244
H -4.37710 2.05734 3.06307 0.1904 -0.1496 0.1236
H -3.92712 0.47784 3.80170 -0.0255 0.2144 -0.0559
H -4.25944 0.59794 2.06197 0.4099 0.0804 0.0648
C 5.65383 0.03792 9.25958 -0.1263 0.2587 0.1720
C 5.98466 0.07309 7.77725 0.3528 -0.3813 0.4852
O 5.04128 0.88072 7.06247 0.1448 1.2606 -0.2297
C 5.21656 2.22174 7.16700 -0.4138 -0.3431 0.3338
O 6.09589 2.78452 7.79864 -1.3879 -0.8800 -0.3265
O 4.22536 2.83079 6.46959 0.9624 -0.6987 0.5022
C 4.23284 4.25231 6.57798 -0.0538 0.6462 -0.0202
H 4.61696 -0.27696 9.41602 0.1692 -0.1051 -0.0937
H 6.31824 -0.65195 9.78778 -0.0762 0.0453 -0.1053
H 5.75659 1.02813 9.71367 0.1069 -0.1300 -0.1131
H 5.91066 -0.93889 7.36641 -0.2042 0.3216 -0.1667
H 7.00838 0.42036 7.59882 -0.2388 0.1377 0.0247
H 5.21138 4.66709 6.31593 -0.1953 -0.1066 0.1459
H 3.94588 4.54881 7.59162 0.1855 -0.0175 -0.1157
H 3.49265 4.65043 5.87821 0.1024 -0.3674 0.0710
C 10.03015 4.66715 1.18614 0.1180 -0.2619 0.1637
C 9.08496 5.71422 1.75026 0.4760 0.0942 -0.4110
O 8.13464 5.11734 2.64118 0.1035 -0.0594 1.0201
C 8.59716 4.81932 3.88104 0.3341 -0.1538 -0.0089
O 9.72775 5.02006 4.29380 -1.4869 -0.1723 -0.5254
O 7.59078 4.23159 4.57501 0.8095 0.7277 -0.8614
C 7.97283 3.77519 5.87049 -0.0169 -0.2290 0.4947
H 9.46805 3.84849 0.72507 0.0064 0.2131 -0.0500
H 10.69369 5.10866 0.43705 -0.1126 -0.0182 0.0622
H 10.64811 4.22398 1.97290 -0.0605 0.1908 -0.0681
H 8.51321 6.16327 0.93183 -0.1848 -0.1660 0.3131
H 9.62885 6.52499 2.24753 -0.0880 -0.2527 0.1006
H 8.43885 4.57563 6.45391 0.0578 -0.1609 -0.1975
H 8.64913 2.91973 5.77815 0.0776 0.2203 0.0353
H 7.07078 3.44829 6.39537 0.6190 0.3941 -0.6399
C -7.78840 2.37030 -8.60070 0.1273 0.1221 0.2813
C -7.32623 1.11453 -9.32001 -0.5210 0.1680 0.1240
O -5.89674 1.01670 -9.30934 0.4470 -0.4385 0.5011
C -5.34476 0.59260 -8.14510 -0.0469 0.0030 0.6667
O -5.95143 0.28690 -7.13150 0.7764 0.3906 -1.5233
O -3.99654 0.59481 -8.29382 -1.3069 0.0208 -0.2808
C -3.28422 0.26192 -7.10458 0.4389 -0.2200 0.6291
H -7.29653 3.25590 -9.01606 -0.1231 -0.1354 -0.0966
H -8.87183 2.49070 -8.69033 0.1098 -0.0297 -0.0356
H -7.53413 2.33580 -7.53701 -0.0879 -0.1281 -0.1542
H -7.63235 1.16607 -10.36978 0.3740 -0.0591 0.0837
H -7.78127 0.21326 -8.89446 0.2330 0.1498 0.0852
H -3.63268 -0.68640 -6.68325 -0.0497 0.3063 0.0048
H -3.38432 1.07007 -6.37342 -0.0810 -0.2715 -0.0117
H -2.22627 0.15574 -7.36055 -0.2989 0.1047 -0.2084
```
Positions in Å, forces in eV/Å.